No. 1
{"formula": "C23H64GaN7O4P3", "method": "the ωB97M-V functional and the def2-TZVPD basis", "homo_energy_ev": -4.57, "charge": -1, "largest_force_ev_per_a": 6.4, "symbols": ["C", "C", "O", "C", "C", "C", "C", "C", "Ga", "C", "C", "C", "C", "N", "P", "O", "H", "H", "H", "H", "H", "H", "H", "H", "H", "H", "H", "H", "H", "H", "H", "H", "H", "H", "H", "H", "H", "H", "H", "H", "H", "H", "H", "H", "O", "P", "N", "C", "C", "N", "C", "C", "N", "C", "C", "H", "H", "H", "H", "H", "H", "H", "H", "H", "H", "H", "H", "H", "H", "H", "H", "H", "H", "O", "P", "N", "C", "C", "N", "C", "C", "N", "C", "C", "H", "H", "H", "H", "H", "H", "H", "H", "H", "H", "H", "H", "H", "H", "H", "H", "H", "H"], "positions_angstrom": [[0.582038, -4.197810, -3.404320], [1.229803, -3.882755, -2.039069], [0.379275, -4.390897, -1.041295], [0.417046, -3.635507, 0.188855], [0.752171, -4.593895, 1.352712], [-0.384213, -4.754146, 2.367607], [-0.704787, -3.499995, 3.215498], [0.504143, -2.620277, 3.595668], [1.570310, -3.260896, 5.230046], [0.513113, -4.409514, 6.546536], [0.387664, -3.755077, 7.951241], [2.145825, -1.526521, 6.224181], [2.455129, -0.404601, 5.171280], [1.414305, 0.635582, 5.179198], [3.569204, -4.253230, 4.460821], [3.261551, -5.518963, 3.677921], [1.301369, -4.113211, -4.222875], [-0.260256, -3.520851, -3.571382], [0.170922, -5.209867, -3.353059], [1.362143, -2.795459, -1.997043], [2.213447, -4.378388, -2.047114], [1.228107, -2.903888, 0.125164], [-0.551076, -3.138298, 0.314010], [1.654332, -4.253617, 1.863926], [0.985587, -5.572118, 0.925575], [-0.235238, -5.646342, 2.982143], [-1.292981, -4.969724, 1.780283], [-1.129882, -3.867925, 4.159253], [-1.504901, -2.894710, 2.766279], [0.096771, -1.635742, 3.877780], [1.198614, -2.427443, 2.768726], [-0.495792, -4.650559, 6.193444], [1.059229, -5.350478, 6.692403], [0.267226, -4.535100, 8.716360], [-0.461055, -3.067586, 8.003454], [1.305966, -3.225571, 8.225161], [1.353669, -1.153000, 6.880800], [3.074621, -1.677718, 6.793857], [2.508160, -0.825560, 4.162564], [3.400351, 0.098300, 5.408126], [0.502126, 0.263047, 4.941587], [1.341855, 1.065964, 6.093222], [4.260942, -3.329856, 3.610895], [4.463833, -4.496047, 5.553732], [0.703743, 5.795799, 0.194929], [0.595530, 4.941900, 1.444634], [-1.095764, 4.963586, 1.658709], [-1.844843, 5.253882, 2.858313], [-1.945028, 4.610106, 0.536355], [1.423390, 6.029895, 2.516292], [0.711058, 7.027626, 3.285324], [2.639982, 6.601150, 1.954017], [0.790708, 3.658078, 2.616792], [0.355646, 2.333474, 2.114154], [2.108641, 3.494383, 3.268188], [-1.342691, 4.896724, 3.759169], [-2.818599, 4.755668, 2.843336], [-2.032476, 6.329282, 2.959167], [-2.369078, 3.605280, 0.667573], [-1.386912, 4.606424, -0.399125], [-2.770492, 5.320009, 0.419367], [0.088410, 7.679246, 2.654104], [1.414557, 7.658992, 3.832934], [0.089111, 6.562543, 4.051856], [2.435262, 7.449874, 1.290012], [3.188704, 5.851895, 1.380108], [3.302521, 6.936393, 2.757434], [-0.710009, 2.340269, 1.876755], [0.491926, 1.571309, 2.879389], [0.907947, 2.032440, 1.220522], [2.207463, 4.190661, 4.098254], [2.937551, 3.649772, 2.574174], [2.218265, 2.499197, 3.702067], [-1.604440, -1.680456, -5.466447], [-1.827069, -0.795108, -6.673667], [-0.430545, 0.172841, -6.582272], [-0.326738, 1.612859, -6.650262], [0.861822, -0.480470, -6.462214], [-3.240296, 0.020258, -6.087171], [-3.150353, 1.265850, -5.350204], [-4.216791, -0.866568, -5.462223], [-2.193962, -0.228528, -8.294831], [-1.302852, -0.801866, -9.327704], [-3.592611, -0.327200, -8.763461], [-1.058159, 2.051988, -7.331261], [0.653095, 1.917838, -7.028704], [-0.447037, 2.066089, -5.660919], [1.411888, -0.437717, -7.412664], [0.753745, -1.531640, -6.197015], [1.475800, -0.012411, -5.687596], [-2.490532, 1.188703, -4.475060], [-4.138861, 1.572702, -5.002579], [-2.808732, 2.078912, -5.992208], [-3.956292, -1.110434, -4.426555], [-4.297711, -1.804169, -6.016382], [-5.206526, -0.401481, -5.474542], [-0.267673, -0.506287, -9.150614], [-1.559424, -0.420643, -10.315317], [-1.351393, -1.893885, -9.353721], [-4.169157, 0.516448, -8.391996], [-4.077056, -1.253209, -8.449149], [-3.647330, -0.278017, -9.852215]], "atomic_forces_ev_per_a": [[-0.243, 0.101, 0.655], [-0.294, -0.487, -1.588], [0.120, 0.817, 0.219], [0.607, -0.936, 0.182], [-0.284, 0.174, 0.245], [-0.597, 0.229, -0.610], [0.454, -0.192, 0.458], [-0.065, -0.021, 0.263], [-0.644, 0.893, 0.606], [0.337, 0.126, 0.388], [0.324, -0.517, -0.262], [0.753, 0.074, -1.051], [-0.783, -0.365, 1.065], [0.124, 0.620, -0.695], [-1.120, -0.819, -0.494], [0.435, 0.088, 0.148], [-0.091, -0.009, 0.045], [0.116, -0.046, -0.164], [0.198, 0.007, -0.182], [0.072, -0.094, 0.388], [-0.015, 0.177, 0.485], [-0.303, 0.204, -0.080], [0.129, 0.031, 0.052], [-0.025, -0.188, -0.016], [0.005, 0.114, -0.043], [0.310, 0.253, 0.142], [0.095, -0.123, 0.123], [-0.150, 0.093, -0.153], [0.185, -0.136, -0.273], [0.171, -0.084, 0.029], [-0.289, -0.020, -0.115], [0.180, -0.149, -0.109], [-0.213, -0.029, -0.227], [-0.271, 0.185, 0.007], [0.153, 0.051, 0.070], [-0.183, 0.153, -0.051], [0.185, -0.107, 0.142], [-0.340, -0.131, 0.267], [0.109, 0.248, 0.002], [-0.019, -0.074, -0.230], [0.113, -0.227, 0.169], [-0.012, -0.200, 0.036], [0.400, 0.020, 0.477], [0.327, 0.296, -0.325], [1.129, -3.120, -1.010], [-2.431, 4.325, 3.516], [-0.139, -0.270, -0.460], [0.114, -0.316, 0.404], [0.089, 0.174, -0.283], [0.522, 0.159, 0.499], [-0.375, -0.225, 0.098], [-0.063, -0.116, -0.235], [1.312, -1.097, -2.272], [-0.595, -0.155, -0.001], [0.434, 0.114, 0.268], [0.128, 0.055, -0.057], [0.060, -0.082, -0.146], [-0.031, -0.023, 0.052], [-0.105, 0.054, 0.051], [0.090, 0.095, 0.078], [0.007, 0.008, 0.012], [-0.031, 0.066, 0.090], [0.148, -0.036, -0.162], [-0.110, 0.028, -0.124], [0.061, -0.023, -0.065], [-0.031, 0.059, -0.051], [-0.101, -0.019, 0.089], [0.036, 0.200, -0.114], [0.180, 0.147, 0.081], [0.040, -0.147, 0.061], [-0.029, 0.204, -0.194], [0.062, 0.024, 0.065], [-0.337, -0.076, -0.210], [0.101, -2.290, -2.763], [-0.184, 5.342, 3.500], [0.343, -0.431, -0.234], [-0.185, 0.225, -0.433], [0.006, -0.261, 0.268], [-0.738, 0.200, -0.220], [0.356, 0.210, -0.180], [0.175, -0.212, -0.008], [-0.007, -2.725, -0.551], [0.466, 0.196, 0.017], [-0.323, 0.157, 0.092], [-0.105, -0.090, 0.064], [0.028, -0.179, -0.024], [0.013, 0.047, -0.038], [0.057, 0.113, 0.041], [-0.130, 0.052, 0.069], [-0.020, 0.008, 0.002], [-0.027, 0.100, 0.027], [-0.058, -0.225, 0.010], [0.134, -0.047, 0.075], [-0.019, -0.091, -0.012], [0.041, -0.019, 0.083], [0.061, 0.123, -0.038], [-0.031, -0.055, 0.215], [-0.154, 0.039, 0.072], [-0.015, -0.005, -0.183], [0.032, -0.109, 0.230], [-0.108, 0.029, -0.065], [0.295, -0.113, 0.008]], "lowdin_charge": [-0.08, -0.30, -0.16, -0.18, -0.18, -0.21, -0.29, -0.26, 0.37, -0.31, -0.22, -0.27, -0.37, -0.04, 0.53, -0.62, 0.06, 0.06, 0.07, 0.11, 0.11, 0.11, 0.12, 0.08, 0.12, 0.11, 0.10, 0.07, 0.09, 0.03, 0.03, 0.02, 0.03, 0.05, 0.06, 0.04, 0.03, 0.03, 0.07, 0.09, 0.05, 0.06, -0.06, -0.07, -0.32, 0.70, -0.33, -0.14, -0.14, -0.35, -0.14, -0.16, -0.26, -0.11, -0.12, 0.07, 0.08, 0.07, 0.07, 0.07, 0.08, 0.08, 0.08, 0.06, 0.08, 0.07, 0.08, 0.07, 0.06, 0.08, 0.08, 0.08, 0.05, -0.30, 0.70, -0.33, -0.13, -0.13, -0.35, -0.13, -0.15, -0.28, -0.13, -0.13, 0.07, 0.08, 0.08, 0.07, 0.07, 0.08, 0.09, 0.08, 0.06, 0.08, 0.07, 0.08, 0.07, 0.07, 0.08, 0.08, 0.08, 0.07]}

=====

No. 2
{"formula": "C6H9NO", "method": "the ωB97M-V functional and the def2-TZVPD basis", "e_above_lowest_kj_mol": 240.7, "homo_energy_ev": -9.50, "smiles": "c1ccncc1.CO", "largest_force_ev_per_a": 6.1, "symbols": ["C", "C", "C", "C", "C", "C", "H", "H", "H", "H", "H", "H", "H", "H", "H", "N", "O"], "positions_angstrom": [[2.206438, 0.291541, -0.001080], [-0.960848, 0.235198, 1.334479], [-0.668447, 1.183558, 0.447525], [-1.314115, 0.873099, -0.915372], [-1.787412, -0.401411, -1.194690], [-1.708788, -1.377415, -0.099780], [2.755907, -1.463656, 0.526478], [2.510760, 0.996125, -0.713729], [1.118636, 0.151573, -0.013190], [2.506222, 0.641162, 0.972974], [-0.669377, 0.325870, 2.329664], [-0.107116, 2.043850, 0.672812], [-1.330940, 1.631336, -1.624456], [-1.729015, -0.715092, -2.313049], [-2.134678, -2.458783, -0.208715], [-1.466554, -0.972790, 1.132470], [2.779327, -0.984166, -0.332346]], "atomic_forces_ev_per_a": [[-0.961, -1.821, 0.252], [0.473, -0.515, 1.118], [-3.621, -1.100, -4.820], [1.686, -0.606, 3.848], [2.287, -1.069, -0.370], [-2.019, 0.133, -0.941], [0.145, 0.132, -1.158], [0.380, 0.976, -1.169], [0.610, 0.371, -0.094], [0.216, 0.118, 0.517], [0.570, 0.616, 1.760], [0.251, 1.053, 0.075], [0.187, 1.103, -1.403], [-1.099, 0.465, 2.131], [1.130, 2.043, -0.001], [-0.503, -1.822, -1.200], [0.268, -0.078, 1.457]], "lowdin_charge": [-0.15, -0.23, -0.06, -0.04, -0.08, -0.14, 0.09, 0.07, 0.04, 0.08, 0.09, 0.09, 0.07, 0.13, 0.13, 0.04, -0.13]}

=====

No. 3
{"formula": "C4H9NOS", "method": "the ωB97M-V functional and the def2-TZVPD basis", "e_above_lowest_kj_mol": 219.8, "homo_energy_ev": -9.41, "smiles": "O=CNCCCS", "largest_force_ev_per_a": 3.5, "symbols": ["C", "N", "C", "O", "C", "C", "S", "H", "H", "H", "H", "H", "H", "H", "H", "H"], "positions_angstrom": [[0.317463, -0.236204, 1.087647], [1.112255, -0.523730, -0.057369], [2.503810, -0.551510, -0.076333], [3.197228, 0.005409, -0.932034], [-0.969534, 0.566612, 0.772217], [-1.745457, 0.051602, -0.427127], [-1.182958, 0.322225, -2.181457], [1.057324, 0.340177, 1.730283], [0.233721, -1.190182, 1.662291], [0.861320, -0.290664, -1.015338], [3.112916, -1.043677, 0.780107], [-0.322634, 1.439131, 0.457296], [-1.603068, 0.500618, 1.730121], [-2.756663, 0.473435, -0.399195], [-1.794466, -1.076805, -0.380959], [-2.021258, 1.213563, -2.750151]], "atomic_forces_ev_per_a": [[1.406, -1.207, 2.225], [2.221, -0.609, -2.587], [1.809, 1.028, 0.559], [-1.459, -1.275, 0.697], [2.568, -0.302, 0.184], [-1.099, -1.117, -0.526], [0.557, -0.128, 0.195], [-1.545, -0.063, -0.176], [-0.811, 0.474, -0.313], [-0.628, 0.422, 0.476], [-1.544, 0.465, -0.761], [-2.157, 0.533, 0.728], [0.922, 1.020, -1.577], [0.143, -0.397, 0.080], [-0.279, 1.188, 0.053], [-0.105, -0.034, 0.744]], "lowdin_charge": [-0.27, -0.03, -0.33, 0.00, -0.23, -0.54, 0.69, 0.13, 0.12, 0.05, 0.15, 0.13, 0.14, 0.06, 0.08, -0.15]}